[1]
{
  "formula": "C4H20N2O4S",
  "method": "ωB97M-V/def2-TZVPD",
  "e_tot_ev": -26475.0173,
  "e_lumo_ev": 0.4,
  "smiles": "NCCNCCS.O.O.O.O",
  "multiplicity": 1,
  "e_homo_ev": -8.46,
  "symbols": ["N", "C", "C", "N", "C", "C", "S", "H", "H", "H", "H", "H", "H", "H", "H", "H", "H", "H", "H", "O", "H", "H", "O", "H", "H", "O", "H", "H", "O", "H", "H"],
  "positions_angstrom": [[3.85714, -1.07620, -0.27478], [2.92003, 0.03377, -0.43978], [1.60645, -0.33918, -1.35385], [0.39581, -0.38096, -0.42517], [-0.69262, -0.98810, -1.16464], [-1.66559, -1.67183, -0.27321], [-3.21245, -1.10920, -0.95257], [3.44536, -1.87635, 0.14863], [4.36200, -1.39730, -1.04516], [2.61964, 0.49743, 0.44772], [3.35602, 0.76468, -1.08472], [1.34466, 0.54518, -1.95233], [1.60471, -1.41264, -1.80402], [0.63839, -0.72463, 0.47213], [-1.28690, -0.15263, -1.65147], [-0.37584, -1.67714, -2.09738], [-1.76806, -1.35221, 0.85679], [-1.32628, -2.80562, -0.19213], [-3.23637, 0.17822, -0.53988], [-2.46399, 0.65009, 2.58354], [-2.73043, -0.13812, 2.98766], [-3.21148, 0.69719, 1.98004], [0.19764, -0.26641, 2.55149], [0.36252, -0.72433, 3.32598], [-0.57096, 0.31854, 2.83039], [0.47518, 2.50388, -0.57234], [0.25099, 1.79461, -1.21988], [0.74617, 1.80844, 0.04341], [-2.21521, 2.45031, -0.35914], [-2.17113, 3.31789, -0.66472], [-1.25538, 2.53265, -0.16062]],
  "nbo_charge": [-0.8385, -0.2257, -0.2401, -0.6956, -0.2471, -0.5818, -0.0573, 0.3500, 0.3621, 0.1958, 0.1965, 0.1771, 0.1902, 0.3942, 0.1984, 0.1750, 0.2453, 0.2443, 0.1511, -0.9363, 0.4613, 0.4872, -0.9633, 0.4603, 0.5012, -0.9406, 0.4768, 0.4874, -0.9728, 0.4582, 0.4863]
}

=====

[2]
{
  "formula": "C4H20N2O5",
  "method": "ωB97M-V/def2-TZVPD",
  "e_tot_ev": -17687.6714,
  "e_lumo_ev": 0.0,
  "smiles": "NC[C@H](N)CCO.O.O.O.O",
  "multiplicity": 1,
  "e_homo_ev": -8.93,
  "symbols": ["N", "C", "C", "N", "C", "C", "O", "H", "H", "H", "H", "H", "H", "H", "H", "H", "H", "H", "H", "O", "H", "H", "O", "H", "H", "O", "H", "H", "O", "H", "H"],
  "positions_angstrom": [[2.28426, -0.20250, -0.81117], [1.30658, 0.81490, -1.34449], [0.50117, 1.27266, -0.14796], [-0.37878, 2.50969, -0.42039], [1.18119, 1.56229, 1.20450], [0.43373, 0.90281, 2.48020], [-0.48703, -0.04070, 2.24974], [2.24717, -1.08558, -1.10796], [2.52787, -0.25344, 0.13069], [1.83642, 1.47125, -1.94775], [0.49490, 0.30720, -1.97426], [-0.28981, 0.49359, -0.05444], [0.15348, 3.19651, -0.78443], [-0.90368, 2.78584, 0.35197], [1.21166, 2.62949, 1.34898], [2.12733, 0.99128, 1.20500], [-0.11824, 1.79272, 3.07563], [1.33729, 0.55932, 3.07814], [-0.21401, -0.53075, 1.46220], [-1.88930, -1.26963, -0.78934], [-1.79494, -2.07985, -0.27481], [-2.53961, -0.65745, -0.55270], [0.15800, -2.28265, -2.74035], [-0.10266, -2.03796, -1.83400], [-0.69846, -2.45272, -3.14305], [-2.74716, 0.94772, 0.65346], [-2.16647, 1.65774, 0.27228], [-2.35998, 0.50603, 1.40530], [0.51208, -2.86056, -0.08529], [0.41220, -2.81824, 0.88352], [0.59254, -3.89459, -0.37860]],
  "nbo_charge": [-0.8567, -0.2336, -0.0630, -0.8604, -0.4585, -0.0414, -0.7224, 0.3692, 0.3449, 0.1912, 0.2239, 0.2036, 0.3574, 0.3417, 0.2230, 0.1945, 0.1611, 0.1531, 0.4757, -0.9941, 0.4845, 0.5090, -0.9653, 0.4939, 0.4665, -0.9863, 0.4894, 0.4929, -0.9764, 0.4778, 0.5048]
}

=====

[3]
{
  "formula": "C4H20N2O8",
  "method": "ωB97M-V/def2-TZVPD",
  "e_tot_ev": -23832.3141,
  "e_lumo_ev": 0.3,
  "smiles": "CN(C=O)CC(N)=O.O.O.O.O.O.O",
  "multiplicity": 1,
  "e_homo_ev": -10.16,
  "symbols": ["C", "N", "C", "O", "C", "C", "N", "O", "H", "H", "H", "H", "H", "H", "H", "H", "O", "H", "H", "O", "H", "H", "O", "H", "H", "O", "H", "H", "O", "H", "H", "O", "H", "H"],
  "positions_angstrom": [[-0.35102, 0.90432, 3.18362], [-0.72529, 1.56425, 1.91602], [-1.72786, 1.04961, 1.10805], [-1.99758, 1.59608, 0.05575], [0.03903, 2.63993, 1.37826], [0.84970, 2.20307, 0.20591], [0.48423, 2.82236, -0.97281], [1.72841, 1.37052, 0.08694], [0.52378, 0.21574, 3.15018], [-1.25487, 0.49775, 3.65504], [-0.08953, 1.68952, 3.86622], [-2.33613, 0.29117, 1.54976], [-0.53977, 3.54787, 1.08726], [0.77438, 3.11723, 2.14044], [-0.34933, 3.31183, -1.18769], [1.10133, 2.73795, -1.76388], [0.27762, -0.47718, -1.65588], [-0.07229, 0.13649, -1.00915], [1.04255, -0.86439, -1.22032], [2.63167, -0.20116, -2.88025], [1.84742, -0.40332, -3.37695], [2.58877, 0.76460, -2.74409], [-1.77697, -2.05188, -2.06014], [-1.48603, -2.96113, -1.97829], [-0.99446, -1.46891, -1.86146], [0.45707, -3.74521, -1.60965], [0.64999, -3.21887, -2.36398], [0.27908, -4.66673, -1.58690], [-3.32570, -2.84927, 0.56873], [-3.30481, -3.36068, -0.23310], [-2.93963, -1.98397, 0.51754], [2.67737, -1.07757, 1.59705], [3.21694, -0.81478, 0.85237], [2.10193, -0.31522, 1.58538]],
  "nbo_charge": [-0.4122, -0.4393, 0.5247, -0.6143, -0.3232, 0.6679, -0.8150, -0.6457, 0.2133, 0.2217, 0.2064, 0.1396, 0.2340, 0.2465, 0.4068, 0.3909, -0.9482, 0.4878, 0.5036, -0.9415, 0.4750, 0.4684, -1.0103, 0.4684, 0.4887, -0.9896, 0.4980, 0.4982, -0.9633, 0.4849, 0.4789, -0.9378, 0.4694, 0.4672]
}

=====

[4]
{
  "formula": "C4H20N8O6",
  "method": "ωB97M-V/def2-TZVPD",
  "e_tot_ev": -28682.3243,
  "e_lumo_ev": 0.3,
  "smiles": "NC(N)=O.NC(N)=O.NC(N)=O.NC(N)=O.O.O",
  "multiplicity": 1,
  "e_homo_ev": -9.08,
  "symbols": ["N", "C", "N", "O", "H", "H", "H", "H", "N", "C", "N", "O", "H", "H", "H", "H", "N", "C", "N", "O", "H", "H", "H", "H", "N", "C", "N", "O", "H", "H", "H", "H", "O", "H", "H", "O", "H", "H"],
  "positions_angstrom": [[6.66332, 10.81718, 7.63706], [6.84563, 9.67653, 6.96282], [7.22996, 9.87731, 5.64055], [6.72872, 8.59616, 7.40794], [6.46488, 10.76556, 8.65478], [6.94237, 11.66404, 7.18877], [7.93406, 9.16213, 5.44056], [7.60022, 10.80309, 5.51344], [10.64007, 5.05947, 8.13372], [10.98786, 4.76604, 6.77412], [10.03192, 4.99131, 5.82618], [12.07769, 4.28957, 6.54577], [9.88430, 5.70878, 8.07566], [11.38994, 5.18397, 8.72971], [10.35293, 4.76116, 4.91116], [9.26275, 5.65999, 6.03199], [9.76914, 9.50307, 10.58041], [10.12844, 9.99885, 9.38100], [11.11837, 9.25923, 8.73339], [9.71312, 11.00760, 8.84021], [8.89480, 9.97040, 10.80261], [9.75520, 8.51258, 10.63092], [11.62196, 9.67277, 7.98173], [11.60835, 8.55020, 9.22865], [5.52268, 8.93628, 10.32306], [5.91422, 9.96272, 11.17013], [5.05559, 10.30501, 12.21099], [6.99824, 10.49153, 10.93328], [6.19585, 8.75574, 9.55439], [4.66801, 8.40341, 10.46378], [5.33484, 11.13751, 12.77176], [4.07224, 10.28439, 12.12380], [6.30885, 4.35332, 5.82263], [5.70870, 3.64500, 6.11406], [5.71403, 5.07061, 5.61445], [7.99739, 6.19314, 7.10668], [7.60289, 5.35015, 6.79221], [7.29617, 6.85267, 7.02081]],
  "nbo_charge": [-0.8198, 0.7988, -0.8374, -0.7015, 0.4284, 0.3938, 0.3917, 0.3668, -0.8681, 0.7784, -0.8796, -0.6693, 0.3913, 0.3845, 0.3991, 0.4233, -0.8457, 0.7796, -0.8578, -0.6685, 0.4309, 0.3798, 0.3965, 0.3748, -0.8663, 0.7858, -0.8507, -0.6965, 0.4400, 0.3971, 0.4058, 0.3905, -0.9430, 0.4836, 0.4753, -1.0015, 0.5022, 0.5078]
}

=====

[5]
{
  "formula": "C4H20NO6",
  "method": "ωB97M-V/def2-TZVPD",
  "e_tot_ev": -18247.9974,
  "e_lumo_ev": 3.2,
  "multiplicity": 1,
  "e_homo_ev": -4.35,
  "total_charge": -1,
  "symbols": ["C", "N", "C", "C", "C", "O", "H", "H", "H", "H", "H", "H", "H", "H", "H", "H", "H", "H", "O", "H", "H", "O", "H", "H", "O", "H", "H", "O", "H", "H", "O"],
  "positions_angstrom": [[2.45165, -0.28682, -0.92475], [1.21682, -0.28646, -0.14971], [-0.12731, -0.03923, -2.27774], [0.11178, 0.37289, -0.82258], [0.15358, 1.96950, -0.87887], [-0.41815, 2.52136, 0.24414], [2.34679, -0.88331, -1.82752], [2.85640, 0.73846, -1.07259], [3.18356, -0.83893, -0.30123], [1.49832, 0.19425, 0.70625], [-1.16722, 0.24698, -2.51068], [-0.01957, -1.12164, -2.45958], [0.47464, 0.46959, -3.04874], [-0.84746, 0.26789, -0.30481], [-0.24229, 2.39159, -1.80304], [1.25826, 2.12896, -0.90882], [0.86086, -1.59687, 2.70979], [0.33327, -0.19953, 2.67764], [0.93710, -0.77014, 3.21562], [0.65857, -3.52025, 0.22884], [0.49076, -1.85461, 0.14901], [0.21540, -2.72858, 0.53271], [-1.40014, -2.12011, -0.70719], [-2.86432, -1.48637, -0.86864], [-2.05464, -1.74626, -1.30981], [-0.44065, 2.02349, 1.34452], [-1.25507, 1.47466, 2.92003], [-0.45582, 1.41267, 2.39917], [-2.18930, 0.38649, 1.69523], [-2.66328, 1.87173, 1.50459], [-2.90255, 1.00860, 1.84876]],
  "nbo_charge": [-0.4175, -0.6615, -0.6200, -0.1040, -0.0267, -0.8854, 0.1905, 0.1826, 0.1911, 0.3983, 0.2277, 0.1947, 0.1836, 0.2098, 0.1363, 0.0958, 0.4567, 0.5067, -0.9963, 0.4711, 0.5088, -1.0318, 0.4988, 0.4761, -0.9792, 0.5021, 0.4554, -1.1607, 0.4926, 0.4898, -0.9854]
}

=====

[6]
{
  "formula": "C4H20O6",
  "method": "ωB97M-V/def2-TZVPD",
  "e_tot_ev": -16756.0099,
  "e_lumo_ev": 0.6,
  "smiles": "CO.CO.CO.CO.O.O",
  "multiplicity": 1,
  "e_homo_ev": -10.37,
  "symbols": ["C", "O", "H", "H", "H", "H", "C", "O", "H", "H", "H", "H", "C", "O", "H", "H", "H", "H", "C", "O", "H", "H", "H", "H", "O", "H", "H", "O", "H", "H"],
  "positions_angstrom": [[2.96433, -0.28750, 1.00719], [2.42086, 0.95870, 1.43043], [2.17123, -0.93741, 0.66152], [3.53365, -0.06965, 0.11235], [3.67070, -0.77686, 1.67975], [1.65088, 0.89396, 1.98562], [0.63979, -2.88720, -1.56841], [0.76721, -4.17735, -1.05211], [1.60947, -2.46664, -1.68937], [-0.00674, -2.86040, -2.41099], [0.19723, -2.30276, -0.77089], [1.22979, -4.71339, -1.71462], [-2.92160, 2.62324, 0.39599], [-3.76162, 1.48455, 0.14636], [-1.87837, 2.32285, 0.58082], [-2.91964, 3.34653, -0.42183], [-3.30568, 3.10427, 1.32181], [-4.09497, 1.48132, -0.73916], [0.74699, 0.65023, -1.91882], [0.39054, 0.39337, -0.58383], [1.77681, 0.33473, -2.10476], [0.09977, 0.08143, -2.53826], [0.65979, 1.72203, -2.12921], [1.06050, 0.72514, -0.00717], [-0.08815, 0.89526, 2.72883], [-0.35715, 0.64441, 3.59978], [-0.76576, 0.56805, 2.11249], [-1.76472, -0.44495, 0.98528], [-1.15874, -0.30894, 0.20990], [-2.56640, 0.00296, 0.69130]],
  "nbo_charge": [-0.2614, -0.7668, 0.1742, 0.1698, 0.1744, 0.5089, -0.2515, -0.7141, 0.1577, 0.1600, 0.1890, 0.4580, -0.2604, -0.7504, 0.1850, 0.1749, 0.1826, 0.4784, -0.2415, -0.7715, 0.1673, 0.1790, 0.1686, 0.4980, -0.9966, 0.4773, 0.5079, -0.9886, 0.4989, 0.4929]
}

=====

Please write out number 1 again, unchanged.
{
  "formula": "C4H20N2O4S",
  "method": "ωB97M-V/def2-TZVPD",
  "e_tot_ev": -26475.0173,
  "e_lumo_ev": 0.4,
  "smiles": "NCCNCCS.O.O.O.O",
  "multiplicity": 1,
  "e_homo_ev": -8.46,
  "symbols": ["N", "C", "C", "N", "C", "C", "S", "H", "H", "H", "H", "H", "H", "H", "H", "H", "H", "H", "H", "O", "H", "H", "O", "H", "H", "O", "H", "H", "O", "H", "H"],
  "positions_angstrom": [[3.85714, -1.07620, -0.27478], [2.92003, 0.03377, -0.43978], [1.60645, -0.33918, -1.35385], [0.39581, -0.38096, -0.42517], [-0.69262, -0.98810, -1.16464], [-1.66559, -1.67183, -0.27321], [-3.21245, -1.10920, -0.95257], [3.44536, -1.87635, 0.14863], [4.36200, -1.39730, -1.04516], [2.61964, 0.49743, 0.44772], [3.35602, 0.76468, -1.08472], [1.34466, 0.54518, -1.95233], [1.60471, -1.41264, -1.80402], [0.63839, -0.72463, 0.47213], [-1.28690, -0.15263, -1.65147], [-0.37584, -1.67714, -2.09738], [-1.76806, -1.35221, 0.85679], [-1.32628, -2.80562, -0.19213], [-3.23637, 0.17822, -0.53988], [-2.46399, 0.65009, 2.58354], [-2.73043, -0.13812, 2.98766], [-3.21148, 0.69719, 1.98004], [0.19764, -0.26641, 2.55149], [0.36252, -0.72433, 3.32598], [-0.57096, 0.31854, 2.83039], [0.47518, 2.50388, -0.57234], [0.25099, 1.79461, -1.21988], [0.74617, 1.80844, 0.04341], [-2.21521, 2.45031, -0.35914], [-2.17113, 3.31789, -0.66472], [-1.25538, 2.53265, -0.16062]],
  "nbo_charge": [-0.8385, -0.2257, -0.2401, -0.6956, -0.2471, -0.5818, -0.0573, 0.3500, 0.3621, 0.1958, 0.1965, 0.1771, 0.1902, 0.3942, 0.1984, 0.1750, 0.2453, 0.2443, 0.1511, -0.9363, 0.4613, 0.4872, -0.9633, 0.4603, 0.5012, -0.9406, 0.4768, 0.4874, -0.9728, 0.4582, 0.4863]
}

=====

Which formula does entry 4 have?
C4H20N8O6